No. 1
{"formula": "C46H51N4O10", "method": "the ωB97M-V functional and the def2-TZVPD basis", "symbols": ["C", "C", "N", "C", "C", "N", "C", "C", "H", "H", "H", "H", "H", "H", "H", "H", "H", "H", "H", "N", "C", "C", "C", "C", "C", "H", "H", "H", "H", "H", "N", "C", "C", "C", "C", "C", "H", "H", "H", "H", "H", "C", "C", "C", "C", "C", "C", "O", "O", "H", "H", "H", "H", "H", "H", "C", "C", "C", "C", "C", "C", "O", "O", "H", "H", "H", "H", "H", "H", "C", "C", "C", "C", "C", "C", "O", "O", "H", "H", "H", "H", "H", "H", "C", "C", "C", "C", "C", "C", "O", "O", "H", "H", "H", "H", "H", "H", "C", "C", "C", "C", "C", "C", "O", "O", "H", "H", "H", "H", "H", "H"], "xyz": [[0.634, 1.117, 3.016], [-0.716, 1.124, 2.324], [-0.581, 0.952, 0.838], [-1.111, 0.020, 0.022], [-0.527, 0.188, -1.278], [0.242, 1.349, -1.173], [0.178, 1.880, 0.078], [1.121, 1.977, -2.109], [1.145, 0.254, 2.749], [0.514, 1.134, 4.026], [1.134, 2.124, 2.949], [-1.082, 2.105, 2.503], [-1.555, 0.755, 2.631], [-1.545, -0.739, 0.387], [-0.564, -0.352, -2.067], [0.968, 2.474, 0.593], [0.647, 2.676, -2.498], [1.457, 1.227, -2.932], [1.812, 2.501, -1.751], [-1.549, -0.998, 4.606], [-0.531, -1.756, 4.886], [-0.608, -3.112, 5.167], [-1.897, -3.602, 5.339], [-2.958, -2.841, 5.092], [-2.683, -1.500, 4.729], [0.659, -1.442, 4.788], [0.355, -3.777, 5.411], [-1.921, -4.491, 5.832], [-3.930, -3.291, 5.086], [-3.480, -0.700, 4.708], [-4.397, 2.068, -2.647], [-3.933, 2.371, -1.411], [-2.868, 3.181, -1.116], [-2.195, 3.730, -2.263], [-2.659, 3.421, -3.530], [-3.818, 2.654, -3.696], [-4.457, 2.081, -0.584], [-2.633, 3.613, -0.112], [-1.233, 4.277, -2.073], [-2.243, 3.787, -4.397], [-4.333, 2.519, -4.683], [0.721, 5.161, 2.299], [0.014, 4.791, 3.676], [-1.341, 4.872, 3.667], [-2.122, 5.258, 2.527], [-1.547, 5.503, 1.292], [-0.102, 5.414, 1.146], [0.503, 5.569, -0.105], [-2.060, 4.553, 4.877], [1.728, 4.837, 2.378], [0.580, 4.388, 4.588], [-3.243, 5.434, 2.749], [-1.952, 5.919, 0.423], [1.317, 5.470, 0.017], [-1.706, 4.456, 5.679], [0.964, -4.287, 1.054], [1.127, -5.667, 0.290], [0.038, -6.310, -0.265], [-1.272, -5.663, -0.046], [-1.427, -4.568, 0.571], [-0.406, -3.850, 1.253], [-0.738, -2.671, 1.883], [0.272, -7.581, -0.882], [1.815, -4.039, 1.577], [2.034, -6.155, 0.069], [-2.183, -6.214, -0.313], [-2.338, -3.991, 0.784], [-1.103, -2.885, 2.610], [-0.221, -7.823, -1.633], [-0.994, -2.826, -3.779], [-2.435, -2.773, -3.140], [-3.363, -1.699, -3.329], [-2.932, -0.716, -4.296], [-1.559, -0.756, -4.745], [-0.606, -1.701, -4.508], [0.613, -1.722, -5.014], [-4.485, -1.616, -2.631], [-0.326, -3.702, -3.736], [-2.840, -3.520, -2.360], [-3.502, 0.110, -4.796], [-1.104, 0.078, -5.338], [1.264, -1.728, -4.265], [-5.236, -1.241, -3.178], [0.788, 2.583, -5.638], [1.203, 1.499, -6.736], [2.579, 1.224, -6.934], [3.570, 1.861, -6.112], [3.206, 2.764, -5.241], [1.869, 3.228, -5.160], [1.598, 4.212, -4.289], [2.816, 0.272, -7.805], [-0.209, 2.781, -5.522], [0.315, 0.790, -7.063], [4.578, 1.445, -6.157], [3.947, 3.274, -4.485], [2.346, 4.839, -4.322], [3.733, 0.065, -8.016], [3.802, -1.453, 3.555], [3.385, -1.853, 4.943], [3.709, -3.104, 5.463], [4.650, -3.911, 4.729], [5.042, -3.463, 3.442], [4.663, -2.189, 2.874], [5.169, -1.887, 1.704], [3.293, -3.628, 6.659], [3.490, -0.496, 3.434], [2.784, -1.179, 5.671], [5.336, -4.699, 5.197], [5.850, -3.878, 2.937], [4.540, -1.363, 1.146], [3.241, -2.804, 7.241]], "lowdin_charge": [-0.042, -0.118, 0.005, 0.058, 0.108, -0.048, 0.030, 0.030, 0.050, 0.043, 0.089, 0.107, 0.055, 0.054, 0.041, 0.167, -0.004, 0.171, 0.034, 0.048, -0.182, -0.061, -0.100, -0.040, -0.181, 0.135, 0.161, 0.086, 0.110, 0.133, 0.072, -0.151, -0.068, -0.058, -0.071, -0.150, 0.075, 0.092, 0.112, 0.069, 0.126, 0.033, 0.002, -0.306, -0.004, -0.028, -0.263, 0.093, 0.039, 0.074, 0.137, 0.157, 0.098, -0.036, 0.021, 0.094, 0.033, -0.243, -0.053, -0.097, -0.270, 0.060, 0.027, 0.052, 0.088, 0.129, 0.136, -0.050, 0.071, 0.044, 0.038, -0.389, 0.010, -0.043, -0.475, 0.043, 0.037, 0.110, 0.116, 0.104, 0.107, 0.139, 0.155, 0.035, 0.060, -0.361, -0.042, -0.065, -0.417, 0.015, 0.069, 0.059, 0.135, 0.126, 0.162, 0.121, 0.124, -0.022, -0.015, -0.367, 0.017, 0.013, -0.407, 0.068, 0.010, 0.060, 0.129, 0.144, 0.089, 0.143, 0.140], "lumo_energy_ev": -2.54, "de_lowest_ev": 3.579, "orbital_gap_ha": 0.2776, "total_charge": 1}

=====

No. 2
{"formula": "C18H20ClN4O5PtS", "method": "the ωB97M-V functional and the def2-TZVPD basis", "symbols": ["Pt", "O", "Cl", "O", "O", "O", "N", "C", "N", "C", "C", "C", "C", "C", "C", "H", "H", "H", "H", "H", "H", "C", "C", "C", "N", "C", "S", "N", "C", "O", "C", "C", "C", "C", "C", "C", "H", "H", "H", "H", "H", "H", "H", "H", "H", "H", "H", "H", "H", "H"], "xyz": [[-0.077, 1.929, 1.097], [-2.190, -0.933, 1.424], [-2.476, 0.429, 1.161], [-3.832, 0.731, 1.035], [-1.707, 0.861, -0.048], [-1.842, 1.286, 2.233], [1.950, 5.159, 3.140], [1.688, 4.346, 2.137], [0.772, 3.404, 2.463], [0.434, 3.643, 3.749], [-0.493, 2.957, 4.603], [-0.641, 3.425, 5.881], [0.095, 4.536, 6.329], [1.029, 5.232, 5.493], [1.165, 4.761, 4.225], [2.605, 5.932, 3.112], [2.154, 4.430, 1.166], [-1.053, 2.106, 4.237], [-1.329, 2.942, 6.560], [-0.041, 4.888, 7.345], [1.579, 6.083, 5.875], [1.583, -3.295, -4.613], [1.505, -1.952, -3.899], [1.994, -2.076, -2.464], [1.816, -0.828, -1.694], [1.253, -0.639, -0.525], [1.782, 0.757, 0.404], [0.409, -1.501, 0.072], [-0.281, -2.685, -0.348], [-0.334, -3.613, 0.398], [-1.040, -2.707, -1.641], [-1.353, -3.995, -2.159], [-2.169, -4.154, -3.317], [-2.702, -3.051, -3.925], [-2.419, -1.778, -3.393], [-1.577, -1.609, -2.240], [1.266, -3.204, -5.649], [0.946, -4.042, -4.127], [2.600, -3.687, -4.612], [0.481, -1.567, -3.907], [2.113, -1.212, -4.425], [3.062, -2.301, -2.445], [1.503, -2.891, -1.936], [2.372, -0.046, -2.021], [0.337, -1.397, 1.079], [-0.973, -4.868, -1.640], [-2.367, -5.152, -3.687], [-3.338, -3.141, -4.795], [-2.843, -0.898, -3.863], [-1.416, -0.613, -1.846]], "mulliken_spin": [1.386, 0.004, -0.003, 0.024, 0.052, 0.097, 0.026, 0.072, 0.159, 0.241, 0.140, -0.004, 0.253, 0.175, -0.016, 0.000, 0.000, 0.007, 0.006, 0.001, 0.003, -0.002, -0.010, -0.004, 0.023, 0.007, 0.335, 0.011, 0.007, 0.015, 0.108, 0.201, 0.162, 0.053, 0.245, 0.155, 0.002, 0.005, 0.002, 0.020, 0.001, 0.000, 0.009, -0.003, 0.000, -0.012, 0.002, 0.007, -0.006, 0.045], "lumo_energy_ev": [-9.11, -12.67], "de_lowest_ev": 0.440, "orbital_gap_ha": [0.2948, 0.2005], "spin_multiplicity": 5, "total_charge": 3}

=====

No. 3
{"formula": "C27H54Cl6O8", "method": "the ωB97M-V functional and the def2-TZVPD basis", "symbols": ["C", "Cl", "Cl", "H", "H", "C", "Cl", "Cl", "H", "H", "C", "Cl", "Cl", "H", "H", "C", "C", "O", "C", "H", "H", "H", "H", "H", "H", "C", "C", "O", "C", "H", "H", "H", "H", "H", "H", "C", "C", "O", "C", "H", "H", "H", "H", "H", "H", "C", "C", "O", "C", "H", "H", "H", "H", "H", "H", "C", "C", "O", "C", "H", "H", "H", "H", "H", "H", "C", "C", "O", "C", "H", "H", "H", "H", "H", "H", "C", "C", "O", "C", "H", "H", "H", "H", "H", "H", "C", "C", "O", "C", "H", "H", "H", "H", "H", "H"], "xyz": [[-6.632, -16.752, 6.059], [-6.892, -16.157, 4.440], [-5.782, -18.292, 6.067], [-6.040, -16.060, 6.658], [-7.554, -16.815, 6.636], [-1.227, -12.623, -5.125], [-0.004, -12.998, -3.790], [-0.557, -12.339, -6.808], [-2.053, -13.328, -5.222], [-1.568, -11.696, -4.665], [-6.848, -16.369, -6.094], [-7.486, -17.565, -7.280], [-6.747, -14.793, -7.025], [-7.642, -16.296, -5.351], [-5.968, -16.699, -5.543], [-4.257, -12.326, 0.499], [-4.991, -12.063, -0.787], [-5.242, -13.016, -1.513], [-5.318, -10.609, -1.139], [-3.265, -12.506, 0.085], [-4.600, -13.191, 1.067], [-4.238, -11.432, 1.123], [-6.193, -10.208, -0.628], [-5.642, -10.471, -2.170], [-4.446, -9.966, -1.021], [-10.745, -9.473, 3.057], [-12.166, -9.838, 2.457], [-12.457, -10.974, 2.121], [-13.167, -8.680, 2.415], [-10.169, -10.398, 3.106], [-10.892, -8.967, 4.011], [-10.185, -8.900, 2.319], [-14.187, -9.014, 2.222], [-12.939, -7.881, 1.709], [-13.272, -8.187, 3.381], [-8.030, -20.874, -1.416], [-7.500, -20.053, -0.182], [-8.241, -19.753, 0.709], [-6.066, -19.611, -0.146], [-7.804, -21.940, -1.423], [-7.760, -20.427, -2.373], [-9.101, -20.675, -1.424], [-6.006, -18.523, -0.194], [-5.451, -20.111, -0.895], [-5.553, -19.837, 0.789], [-5.387, -10.148, 9.410], [-6.019, -10.897, 8.225], [-6.787, -11.828, 8.444], [-5.777, -10.298, 6.860], [-5.039, -10.988, 10.010], [-5.999, -9.533, 10.071], [-4.555, -9.573, 9.002], [-4.713, -10.190, 6.648], [-6.371, -9.388, 6.779], [-6.136, -11.081, 6.192], [-0.669, -15.020, 6.208], [0.176, -13.750, 6.210], [-0.125, -12.744, 6.803], [1.292, -13.705, 5.194], [-1.232, -14.970, 5.276], [-1.361, -14.920, 7.044], [-0.139, -15.971, 6.264], [1.145, -12.969, 4.404], [1.380, -14.731, 4.838], [2.122, -13.424, 5.843], [-6.301, -9.247, -8.917], [-4.809, -8.994, -8.773], [-4.180, -8.850, -7.688], [-4.150, -9.149, -10.045], [-6.844, -8.313, -9.068], [-6.586, -9.707, -7.971], [-6.588, -9.905, -9.738], [-4.878, -9.479, -10.786], [-3.364, -9.904, -10.027], [-3.578, -8.296, -10.409], [-11.706, -5.196, -4.562], [-10.212, -4.877, -4.642], [-9.739, -3.737, -4.969], [-9.201, -5.999, -4.296], [-12.372, -4.356, -4.759], [-11.883, -5.541, -3.543], [-12.038, -6.073, -5.118], [-9.662, -6.691, -3.591], [-8.277, -5.527, -3.961], [-9.071, -6.543, -5.232], [-11.289, -10.944, -5.662], [-11.525, -11.205, -7.165], [-11.505, -10.228, -7.896], [-11.636, -12.650, -7.557], [-10.293, -10.564, -5.431], [-11.367, -11.841, -5.049], [-12.072, -10.269, -5.317], [-11.969, -12.669, -8.595], [-12.471, -13.151, -7.067], [-10.698, -13.151, -7.319]], "lowdin_charge": [-1.079, 0.520, 0.499, 0.025, 0.033, -0.911, 0.428, 0.451, 0.027, 0.004, -0.938, 0.453, 0.430, 0.016, 0.039, -0.026, -0.482, 0.043, -0.026, 0.092, 0.087, 0.075, 0.082, 0.075, 0.081, -0.019, -0.445, 0.056, -0.037, 0.070, 0.073, 0.071, 0.076, 0.079, 0.074, -0.018, -0.481, 0.074, -0.031, 0.077, 0.067, 0.070, 0.088, 0.073, 0.082, -0.024, -0.481, 0.046, -0.028, 0.081, 0.083, 0.069, 0.082, 0.094, 0.078, -0.024, -0.512, 0.063, -0.024, 0.090, 0.079, 0.080, 0.090, 0.071, 0.088, -0.027, -0.470, 0.026, -0.048, 0.092, 0.081, 0.076, 0.074, 0.098, 0.098, -0.031, -0.412, 0.000, -0.026, 0.081, 0.076, 0.081, 0.069, 0.081, 0.082, -0.032, -0.479, 0.054, -0.025, 0.078, 0.066, 0.079, 0.083, 0.085, 0.091], "smiles": "CC(C)=O.CC(C)=O.CC(C)=O.CC(C)=O.CC(C)=O.CC(C)=O.CC(C)=O.CC(C)=O.ClCCl.ClCCl.ClCCl", "lumo_energy_ev": -0.01, "orbital_gap_ha": 0.3546, "total_charge": 0}

=====

No. 4
{"formula": "C3H9NS2", "method": "the ωB97M-V functional and the def2-TZVPD basis", "symbols": ["S", "S", "C", "C", "N", "C", "H", "H", "H", "H", "H", "H", "H", "H", "H"], "xyz": [[2.144, 2.433, 2.320], [1.587, 1.692, 0.494], [1.017, -0.003, 0.817], [0.425, -0.735, -0.437], [-0.867, 0.030, -0.640], [-1.844, -0.811, -1.318], [0.953, 2.345, 2.947], [1.742, -0.635, 1.334], [0.160, 0.132, 1.475], [0.264, -1.712, -0.001], [1.079, -0.527, -1.280], [-0.461, 0.840, -1.084], [-2.542, -0.173, -1.852], [-2.260, -1.517, -0.611], [-1.398, -1.358, -2.166]], "lowdin_charge": [0.293, 0.386, -0.570, -0.255, -0.152, -0.144, -0.189, 0.070, 0.057, 0.111, 0.105, 0.066, 0.073, 0.076, 0.072], "smiles": "CNCCSS", "lumo_energy_ev": 0.57, "de_lowest_ev": 1.223, "orbital_gap_ha": 0.3393, "total_charge": 0}

=====

No. 5
{"formula": "C23H50BNO6", "method": "the ωB97M-V functional and the def2-TZVPD basis", "symbols": ["C", "C", "C", "C", "C", "C", "C", "C", "C", "C", "C", "C", "C", "C", "C", "O", "C", "O", "B", "O", "O", "C", "H", "H", "H", "H", "H", "H", "H", "H", "H", "H", "H", "H", "H", "H", "H", "H", "H", "H", "H", "H", "H", "H", "H", "H", "H", "H", "H", "H", "H", "H", "H", "H", "H", "H", "H", "C", "O", "C", "C", "N", "C", "C", "O", "C", "H", "H", "H", "H", "H", "H", "H", "H", "H", "H", "H", "H", "H", "H", "H"], "xyz": [[8.220, -0.464, 0.907], [8.182, 0.963, 0.337], [6.849, 1.696, 0.598], [6.926, 2.658, 1.780], [5.722, 3.615, 1.984], [4.445, 3.299, 1.193], [3.179, 3.884, 1.850], [2.167, 4.440, 0.848], [0.764, 4.662, 1.453], [-0.331, 3.829, 0.776], [-1.638, 3.739, 1.585], [-2.921, 4.197, 0.855], [-3.955, 3.085, 0.683], [-3.616, 2.162, -0.502], [-4.162, 0.743, -0.366], [-3.087, -0.197, -0.122], [-3.267, -0.945, 1.022], [-3.852, -1.991, 0.988], [-2.561, -0.352, 2.338], [-1.271, 0.099, 2.273], [-3.282, -0.337, 3.480], [-2.781, 0.383, 4.608], [7.234, -0.933, 0.873], [8.922, -1.102, 0.367], [8.521, -0.449, 1.958], [8.985, 1.529, 0.819], [8.400, 0.937, -0.731], [6.090, 0.931, 0.792], [6.530, 2.225, -0.302], [7.099, 2.100, 2.705], [7.821, 3.272, 1.637], [6.023, 4.635, 1.736], [5.451, 3.603, 3.043], [4.516, 3.701, 0.178], [4.314, 2.220, 1.098], [3.481, 4.706, 2.509], [2.695, 3.122, 2.467], [2.538, 5.402, 0.483], [2.094, 3.786, -0.026], [0.789, 4.369, 2.508], [0.497, 5.720, 1.410], [-0.537, 4.267, -0.205], [0.083, 2.833, 0.585], [-1.775, 2.719, 1.954], [-1.521, 4.365, 2.473], [-3.361, 5.047, 1.380], [-2.663, 4.561, -0.145], [-4.937, 3.530, 0.501], [-4.049, 2.489, 1.598], [-3.994, 2.614, -1.422], [-2.528, 2.082, -0.597], [-4.677, 0.414, -1.269], [-4.880, 0.680, 0.458], [-0.998, 0.275, 1.365], [-3.414, 0.139, 5.461], [-2.845, 1.457, 4.424], [-1.753, 0.103, 4.838], [-4.888, -5.429, -1.024], [-4.629, -4.498, -2.055], [-3.534, -3.626, -1.786], [-2.390, -3.895, -2.737], [-1.768, -5.184, -2.465], [-0.783, -5.609, -3.452], [-1.264, -5.877, -4.873], [-2.128, -6.991, -4.988], [-3.502, -6.726, -4.783], [-5.807, -5.952, -1.285], [-4.083, -6.165, -0.917], [-5.030, -4.925, -0.063], [-3.213, -3.720, -0.750], [-3.884, -2.601, -1.934], [-1.637, -3.109, -2.616], [-2.785, -3.824, -3.761], [-2.491, -5.888, -2.400], [-0.322, -6.528, -3.083], [0.008, -4.852, -3.496], [-0.385, -6.116, -5.478], [-1.730, -4.993, -5.325], [-3.769, -5.715, -5.103], [-3.796, -6.851, -3.737], [-4.067, -7.443, -5.379]], "lowdin_charge": [-0.114, -0.255, -0.234, -0.206, -0.199, -0.222, -0.218, -0.217, -0.212, -0.212, -0.188, -0.201, -0.205, -0.157, -0.156, -0.048, -0.336, 0.157, -0.579, 0.186, 0.064, -0.043, 0.064, 0.065, 0.069, 0.096, 0.098, 0.096, 0.108, 0.110, 0.103, 0.109, 0.103, 0.109, 0.103, 0.111, 0.112, 0.110, 0.106, 0.104, 0.111, 0.108, 0.104, 0.090, 0.106, 0.105, 0.105, 0.112, 0.108, 0.117, 0.117, 0.124, 0.132, 0.109, 0.094, 0.094, 0.095, -0.115, -0.191, -0.218, -0.212, -0.050, -0.205, -0.231, -0.180, -0.102, 0.086, 0.081, 0.088, 0.107, 0.116, 0.123, 0.107, 0.073, 0.118, 0.116, 0.120, 0.109, 0.088, 0.073, 0.086], "smiles": "CCCCCCCCCCCCCCCOC(=O)B(O)OC.COCCNCCOC", "lumo_energy_ev": 0.51, "orbital_gap_ha": 0.3283, "total_charge": 0}